1.
The following is a DFT calculation (the ωB97M-V functional and the def2-TZVPD basis) of an isolated molecule of C6H10O.

Each line ends with the Löwdin charge.
Cartesian coordinates (Å):
C  1.894  -0.009  0.979  -0.07
C  0.606  -0.801  0.952  -0.30
C  -0.713  -0.144  1.256  -0.08
C  -0.431  -0.651  -0.132  -0.27
C  -0.288  0.333  -1.270  -0.13
C  -1.631  0.788  -1.802  -0.25
O  -2.638  0.125  -1.737  0.05
H  2.295  0.036  1.998  0.08
H  1.750  1.024  0.645  0.07
H  2.657  -0.466  0.338  0.08
H  0.713  -1.817  1.329  0.13
H  -1.445  -0.668  1.864  0.10
H  -0.708  0.935  1.398  0.11
H  -0.955  -1.560  -0.416  0.14
H  0.242  -0.125  -2.120  0.13
H  0.302  1.214  -0.989  0.11
H  -1.651  1.786  -2.292  0.12

Its total energy is -309.815805 a.u. The HOMO-LUMO gap is 10.750 eV.

---

2.
The following is a DFT calculation (the ωB97M-V functional and the def2-TZVPD basis) of an isolated molecule of C6H10O.

Each line ends with the Löwdin charge.
Cartesian coordinates (Å):
C  1.956  0.210  -0.362  -0.05
C  0.794  -0.703  -0.787  -0.30
C  0.064  -1.101  0.457  0.04
C  -1.015  -0.213  0.253  -0.23
C  -1.610  0.855  1.278  -0.40
O  -0.708  1.783  1.108  -0.19
C  -0.476  0.130  -1.144  -0.08
H  1.587  0.961  0.350  0.09
H  2.769  -0.365  0.095  0.08
H  2.346  0.730  -1.244  0.09
H  1.115  -1.487  -1.478  0.14
H  -1.420  -1.335  0.188  0.23
H  0.275  -1.782  1.281  0.14
H  -2.662  1.082  0.994  0.10
H  -1.645  0.319  2.258  0.10
H  -0.291  1.194  -1.291  0.12
H  -1.080  -0.280  -1.956  0.12

Its total energy is -309.658003 a.u. The HOMO-LUMO gap is 7.359 eV.

---

3.
The following is a DFT calculation (the ωB97M-V functional and the def2-TZVPD basis) of an isolated molecule of C6H10O.

Each line ends with the Löwdin charge.
Cartesian coordinates (Å):
C  -1.321  -1.366  0.897  -0.11
C  -1.376  0.095  0.468  -0.22
C  -0.163  0.574  -0.303  -0.30
C  -0.181  2.009  -0.772  -0.06
C  0.873  -0.203  -0.502  0.02
C  1.924  -0.974  -0.605  -0.20
O  2.870  -1.077  0.407  -0.04
H  -2.189  -1.626  1.512  0.07
H  -0.415  -1.567  1.478  0.08
H  -1.308  -2.030  0.027  0.08
H  -1.471  0.741  1.353  0.12
H  -2.278  0.283  -0.132  0.11
H  0.711  2.253  -1.354  0.08
H  -1.066  2.209  -1.388  0.08
H  -0.229  2.684  0.092  0.08
H  2.092  -1.630  -1.459  0.11
H  3.525  -0.375  0.279  0.09

Its total energy is -309.789311 a.u. The HOMO-LUMO gap is 10.183 eV.

---

4.
The following is a DFT calculation (the ωB97M-V functional and the def2-TZVPD basis) of an isolated molecule of C6H10O.

Each line ends with the Löwdin charge.
Cartesian coordinates (Å):
C  0.642  -0.057  -0.214  -0.18
C  0.262  -1.326  -0.818  -0.11
C  -0.686  0.595  0.238  -0.23
C  -0.966  1.281  1.465  -0.24
C  -0.332  -1.832  -2.143  -0.08
C  -0.262  2.029  2.532  -0.07
O  -1.281  -0.063  1.393  0.02
H  1.183  -0.287  0.589  0.07
H  1.124  0.528  -0.897  0.09
H  0.504  -2.177  -0.068  0.12
H  -1.411  0.730  -0.692  0.17
H  0.407  -1.528  -2.973  0.11
H  -1.209  -1.301  -2.270  0.04
H  -0.479  -2.809  -2.101  0.01
H  0.378  2.939  2.114  0.12
H  0.427  1.313  3.243  0.13
H  -0.939  2.377  3.255  0.03

Its total energy is -309.623248 a.u. The HOMO-LUMO gap (alpha / beta) is 8.413 / 7.987 eV.

---

5.
The following is a DFT calculation (the ωB97M-V functional and the def2-TZVPD basis) of an isolated molecule of C6H10O.

Each line ends with the Löwdin charge.
Cartesian coordinates (Å):
C  -1.016  0.885  -1.146  -0.07
C  -0.655  -0.502  -0.634  -0.32
C  0.739  -1.036  -1.018  -0.17
C  1.201  -1.118  0.402  0.12
O  1.382  1.090  1.021  -0.11
C  0.172  0.608  1.626  -0.22
C  -0.191  -0.654  0.851  -0.28
H  -1.950  1.243  -0.696  0.08
H  -1.158  0.862  -2.233  0.08
H  -0.223  1.606  -0.919  0.08
H  -1.453  -1.211  -0.881  0.13
H  0.795  -2.038  -1.459  0.12
H  1.391  -0.408  -1.633  0.13
H  1.979  0.287  1.023  0.05
H  -0.599  1.386  1.557  0.12
H  0.334  0.385  2.691  0.12
H  -0.747  -1.385  1.450  0.15

Its total energy is -309.681398 a.u. The HOMO-LUMO gap is 8.422 eV.

---

6.
The following is a DFT calculation (the ωB97M-V functional and the def2-TZVPD basis) of an isolated molecule of C6H10O.

Each line ends with the Löwdin charge.
Cartesian coordinates (Å):
C  -0.724  0.063  -2.235  -0.12
C  -0.342  0.439  -0.789  -0.18
C  -1.130  -0.381  0.172  -0.26
C  -0.676  -0.301  1.583  -0.10
C  0.612  -0.005  1.775  -0.11
C  1.415  0.489  0.648  -0.18
O  2.759  0.155  0.725  -0.02
H  -0.730  -1.020  -2.416  0.07
H  -1.758  0.394  -2.473  0.08
H  -0.083  0.525  -2.988  0.06
H  -0.319  1.516  -0.666  0.09
H  -0.688  -1.333  -0.139  0.13
H  -2.217  -0.480  0.036  0.12
H  -1.317  -0.653  2.385  0.10
H  1.107  -0.291  2.706  0.11
H  1.384  1.525  0.368  0.09
H  2.896  -0.610  1.304  0.09

Its total energy is -309.716519 a.u. The HOMO-LUMO gap (alpha / beta) is 8.288 / 8.289 eV.

---

7.
The following is a DFT calculation (the ωB97M-V functional and the def2-TZVPD basis) of an isolated molecule of C6H10O.

Each line ends with the Löwdin charge.
Cartesian coordinates (Å):
C  0.464  2.281  -0.758  0.13
C  0.187  1.327  -0.076  -0.08
C  0.130  -0.079  0.396  -0.59
C  1.259  -0.723  -0.448  -0.03
C  0.412  -0.283  1.887  -0.02
O  -1.140  -0.689  0.206  -0.15
C  -1.849  -0.373  -0.970  -0.10
H  0.823  3.023  -1.431  0.03
H  1.136  -1.805  -0.490  0.09
H  2.218  -0.469  0.016  0.09
H  1.288  -0.314  -1.461  0.08
H  1.364  0.168  2.183  0.09
H  0.454  -1.362  2.073  0.09
H  -0.391  0.133  2.501  0.09
H  -1.305  -0.675  -1.875  0.09
H  -2.789  -0.929  -0.919  0.09
H  -2.070  0.699  -1.024  0.08

Its total energy is -309.762166 a.u. The HOMO-LUMO gap is 10.778 eV.

---

8.
The following is a DFT calculation (the ωB97M-V functional and the def2-TZVPD basis) of a structure of composition C6H10O.

Each line ends with the Löwdin charge.
Cartesian coordinates (Å):
C  -1.758  0.094  -0.535  -0.05
C  -0.889  0.508  0.644  -0.39
C  -0.043  -0.620  1.249  -0.05
C  1.209  -1.295  -0.744  0.08
C  1.568  -0.038  -0.947  -0.22
C  1.298  1.009  0.057  -0.20
O  0.048  1.535  0.257  -0.09
H  -2.527  -0.610  -0.198  0.08
H  -1.176  -0.376  -1.332  0.07
H  -2.257  0.975  -0.949  0.08
H  -1.529  0.986  1.396  0.14
H  -0.413  -1.615  1.014  0.07
H  0.066  -0.543  2.344  0.09
H  1.101  -2.054  -1.521  0.04
H  2.187  0.268  -1.795  0.11
H  1.100  -0.058  0.964  0.09
H  2.015  1.832  0.099  0.13

Its total energy is -309.622277 a.u. The HOMO-LUMO gap (alpha / beta) is 8.021 / 7.641 eV.

---

Which energy above the lowest of the compared OMol25 structures with the same formula, charge and spin belongs to each record? In order, 69.7 484.1 139.3 575.3 422.6 330.4 210.6 577.9 kJ/mol.